Entry 1:
The following is a quantum chemistry calculation of an isolated molecule of C26H46N6O5 in a non-equilibrium geometry, from the OMol25 dataset.

Geometry as ORCA input:
```
! wB97M-V def2-TZVPD RIJCOSX def2/J DEFGRID3
* xyz 0 1
C -3.19 4.57 -3.05
C -3.06 4.49 -1.54
C -2.69 3.10 -1.04
C -1.28 2.66 -1.43
C -0.96 1.34 -0.83
C -0.62 0.14 -1.43
N -0.47 -0.72 -0.40
C -0.13 -2.12 -0.45
C -1.19 -2.91 -1.22
C -2.55 -2.82 -0.54
C -3.65 -3.50 -1.36
C -5.00 -3.44 -0.64
N -5.42 -2.08 -0.38
C -5.23 -1.50 0.83
O -4.93 -2.11 1.83
O -5.46 -0.18 0.73
C -5.39 0.67 1.90
C -5.75 2.06 1.38
C -3.97 0.66 2.48
C -6.41 0.22 2.95
C 1.25 -2.27 -1.13
O 1.34 -2.74 -2.25
N 2.32 -1.85 -0.43
C 2.34 -1.19 0.86
C 2.92 0.23 0.69
N 4.22 0.17 0.05
C 5.34 0.31 0.82
O 5.30 0.70 1.96
O 6.44 0.00 0.12
C 7.75 0.15 0.71
C 7.89 -0.77 1.93
C 8.71 -0.28 -0.40
C 8.00 1.61 1.10
C 4.19 -0.50 -1.23
C 3.63 -1.92 -1.05
N -0.69 -0.10 0.75
N -0.98 1.13 0.51
H -3.52 5.56 -3.35
H -3.91 3.85 -3.41
H -2.24 4.38 -3.54
H -2.30 5.20 -1.20
H -4.01 4.78 -1.09
H -2.75 3.08 0.05
H -3.41 2.37 -1.43
H -0.56 3.40 -1.07
H -1.18 2.58 -2.52
H -0.48 -0.14 -2.45
H -0.09 -2.48 0.58
H -0.87 -3.95 -1.29
H -1.25 -2.53 -2.24
H -2.50 -3.27 0.45
H -2.82 -1.77 -0.40
H -3.73 -3.01 -2.34
H -3.39 -4.54 -1.53
H -4.93 -3.93 0.33
H -5.77 -3.94 -1.24
H -5.58 -1.47 -1.16
H -6.75 2.05 0.96
H -5.05 2.36 0.60
H -5.71 2.78 2.18
H -3.72 -0.33 2.84
H -3.25 0.96 1.72
H -3.91 1.36 3.31
H -6.15 -0.77 3.32
H -6.41 0.92 3.78
H -7.40 0.18 2.51
H 1.36 -1.12 1.30
H 3.00 -1.76 1.52
H 3.04 0.70 1.67
H 2.25 0.84 0.08
H 8.90 -0.71 2.32
H 7.68 -1.79 1.64
H 7.20 -0.47 2.71
H 8.51 -1.30 -0.69
H 8.59 0.36 -1.27
H 9.74 -0.21 -0.05
H 7.86 2.26 0.23
H 9.02 1.73 1.46
H 7.31 1.91 1.88
H 5.20 -0.54 -1.64
H 3.54 0.07 -1.90
H 3.52 -2.42 -2.02
H 4.30 -2.50 -0.41
*
```

- ΔE to the lowest compared entry with this formula, charge and spin (eV) = 0.282
- HOMO-LUMO gap (eV) = 9.64
- F_max (eV/Å) = 1.189
- HOMO (eV) = -8.99

---

Entry 2:
The following is a quantum chemistry calculation of a structure of composition C4H9ClN2S in a non-equilibrium geometry, from the OMol25 dataset.

Geometry as ORCA input:
```
! wB97M-V def2-TZVPD RIJCOSX def2/J DEFGRID3
* xyz 0 1
C 0.50 -0.49 -0.93
C 0.72 -1.12 0.47
C 0.21 0.33 0.39
C -1.10 1.00 0.75
H -0.86 -1.74 -1.78
H -1.24 -0.15 -2.17
H 1.32 -0.28 -1.70
H -0.09 -1.77 0.65
H 2.18 -0.23 2.08
H 2.70 -1.13 0.38
H -1.00 1.19 1.90
H -1.97 0.32 0.46
H -2.75 2.11 -0.72
N -0.81 -0.80 -1.47
N 1.96 -1.24 1.20
S -1.33 2.55 -0.12
Cl 1.57 1.46 0.61
*
```

- ΔE to the lowest compared entry with this formula, charge and spin (eV) = 3.444
- HOMO-LUMO gap (eV) = 9.31
- F_max (eV/Å) = 5.692
- HOMO (eV) = -8.86